# 1
The following is a quantum chemistry calculation of 2 unconnected molecules or ions with the total composition C4H12 in a non-equilibrium geometry, from the Open Molecules 2025 dataset.

Structure (XYZ):
```
16
Properties=species:S:1:pos:R:3:forces:R:3:lowdin_charge:R:1
C -0.1903 -1.2260 1.3651 0.9790 -0.6196 1.3619 -0.148
C 0.9158 -2.0182 2.1645 -1.0561 0.3230 -0.4881 -0.153
H -1.1138 -1.7941 1.3781 -0.1643 0.1081 -0.4674 0.055
H -0.3508 -0.2977 1.9052 -0.2404 0.2291 -0.2429 0.052
H 0.2038 -1.0061 0.3813 -0.4565 0.0041 -0.2877 0.040
H 1.7605 -2.1331 1.4942 0.4171 -0.0971 0.4393 0.053
H 0.5803 -2.9976 2.5058 -0.0345 -0.0831 -0.3060 0.053
H 1.1395 -1.4783 3.0765 0.5485 0.1398 -0.0131 0.050
C 0.3347 1.6142 -1.4317 -1.1935 1.3461 -0.0906 -0.163
C -1.0476 1.5870 -2.1590 0.8778 -0.6955 0.1881 -0.158
H 0.9139 0.7089 -1.5431 0.3060 0.0812 -0.1821 0.051
H 0.8142 2.5496 -1.7284 0.7356 -0.5328 -0.3079 0.056
H 0.1536 1.8075 -0.3744 0.0403 -0.4105 0.1548 0.049
H -1.1062 0.7933 -2.9033 -0.0089 -0.2988 0.2229 0.054
H -1.7780 1.4154 -1.3750 -0.5779 0.1420 -0.4271 0.054
H -1.2295 2.4754 -2.7557 -0.1721 0.3640 0.4460 0.054
```
Positions in Å, forces in eV/Å.

Its electronic energy is -4342.0094 eV. Its net charge is 0. Its maximum force is 1.801 eV Å⁻¹. Its LUMO energy is 0.0430 Ha. The frontier orbital gap comes out at 12.875 eV. The multiplicity is 1.


# 2
The following is a quantum chemistry calculation of 7 unconnected molecules or ions with the total composition C7H28N14O7 in a non-equilibrium geometry, from the Open Molecules 2025 dataset.

Structure (XYZ):
```
56
Properties=species:S:1:pos:R:3:forces:R:3:mulliken_spin:R:1
C 1.9435 2.8203 3.5448 2.0482 -0.4361 1.7939 0.000
O 2.2963 3.4752 4.4832 0.1081 1.7710 2.3875 0.000
N 1.1053 3.1531 2.6241 -4.2273 1.9929 -3.5251 -0.004
N 2.4635 1.6490 3.2604 1.4527 -2.7449 0.0707 0.001
H 0.8422 2.4009 2.0035 -0.2697 0.2738 -0.1701 0.003
H 0.3794 3.8366 2.7853 0.4617 0.0168 0.2006 0.000
H 3.0681 1.2213 3.9472 -0.1096 0.0732 -0.5521 -0.001
H 2.1489 1.2331 2.3955 0.5768 -0.9220 0.2801 0.000
C -3.3342 -3.1041 -2.8711 -2.8392 -0.1140 -2.2458 1.868
O -4.1588 -2.4734 -3.5482 0.8477 2.5393 -0.5354 -0.529
N -3.6316 -4.3686 -2.7861 -0.7172 -3.9285 0.6925 0.360
N -2.2108 -2.7657 -2.2953 0.9603 1.2675 0.7456 -0.625
H -3.1269 -5.0006 -2.1812 -0.0297 -0.2451 0.0582 -0.580
H -4.5016 -4.6610 -3.2077 0.1456 0.0635 0.3956 -0.068
H -1.6444 -2.0630 -2.7485 0.3485 -0.0082 0.9129 0.042
H -1.9726 -3.4745 -1.6163 1.4130 0.2210 0.2102 0.006
C 3.8277 4.7174 0.6570 3.1964 -0.1491 2.6985 0.011
O 4.3552 4.6476 1.7270 1.1451 0.9064 2.8799 -0.002
N 4.0798 5.5958 -0.2492 1.2583 5.4959 -3.6888 -0.002
N 3.2156 3.7356 0.1621 -4.6450 -5.1313 -2.1401 -0.001
H 3.5752 5.5509 -1.1230 0.5436 0.1968 0.1390 -0.001
H 4.9793 6.0553 -0.2536 -0.4494 0.1282 0.1769 0.000
H 2.6794 3.9961 -0.6532 -0.4788 -0.9688 0.2078 -0.002
H 2.8300 3.0945 0.8406 -0.4489 -0.3538 -0.3799 0.001
C -2.6150 -1.7987 1.9359 -0.0673 1.0303 -0.6998 1.727
O -2.2464 -0.7375 2.3921 0.6643 1.9162 0.6007 -0.353
N -2.7866 -2.0597 0.6519 -0.2368 0.1869 -2.6004 -0.837
N -2.9081 -2.8493 2.6473 -0.8912 -3.6927 2.3395 -0.045
H -3.2779 -2.9027 0.3910 0.0755 -0.1714 -0.2682 0.029
H -2.5169 -1.4638 -0.1177 -0.0921 0.1460 0.4747 0.193
H -2.9587 -3.7146 2.1290 -0.1072 -0.2735 0.1440 -0.344
H -2.8625 -2.9884 3.6467 0.1780 0.8186 -0.2941 -0.049
C -1.2696 -0.0831 -4.1729 0.8629 1.3654 -1.5851 0.574
O -1.1197 -0.1467 -2.9666 0.3929 0.2470 0.2368 -0.171
N -0.7023 0.8053 -5.0203 2.1056 2.4843 0.4206 -0.038
N -1.9864 -0.8942 -4.9129 -2.3300 -2.1426 0.0531 -0.097
H -1.0395 1.0012 -5.9520 -0.0199 -0.2852 0.3978 -0.050
H -0.0892 1.5109 -4.6379 -0.1105 -0.1091 -0.0802 -0.050
H -2.7601 -1.2117 -4.3466 -1.0136 -1.0654 -0.3851 0.021
H -2.2193 -0.5959 -5.8493 -0.0583 -0.2910 0.2515 -0.046
C 1.0382 0.9043 -0.3537 0.1166 -0.1621 3.3028 0.043
O 1.7349 1.1557 0.6631 -0.7786 -0.7098 -0.9596 0.035
N 1.2549 1.4910 -1.4811 1.6344 2.1710 -3.3843 -0.011
N -0.0610 0.1746 -0.4341 -1.0234 -1.5233 1.7640 -0.027
H 0.5236 1.3936 -2.1709 0.6095 0.2579 -0.3457 -0.014
H 2.1310 1.9848 -1.5736 -0.4025 -0.0396 -0.4302 -0.025
H -0.3345 -0.1902 -1.3353 -0.1398 0.0212 0.2715 0.023
H -0.2801 -0.3576 0.3959 -0.0473 -0.2698 -0.0849 -0.006
C 1.0335 -2.1676 2.6051 0.7652 -1.3911 -1.4914 0.574
O 1.0347 -2.2109 1.3748 -0.2798 0.4308 0.7120 -0.252
N 1.9217 -2.7988 3.3913 2.2507 -1.1904 1.4477 -0.091
N 0.1536 -1.6030 3.4088 -2.4438 1.7691 0.4070 -0.226
H 1.9075 -2.4574 4.3417 0.5164 -0.4430 -0.1905 -0.008
H 2.7373 -3.3193 3.1016 -0.3580 0.4261 -0.3651 0.003
H -0.7002 -1.2901 2.9694 -0.2782 0.6026 0.1454 0.044
H 0.0544 -1.8522 4.3825 0.2152 -0.0580 -0.4171 -0.005
```
Positions in Å, forces in eV/Å.

Its electronic energy is -42910.8298 eV. Its net charge is -1. Its maximum force is 7.245 eV Å⁻¹. Its LUMO energy (spin up / spin down) is 0.0793 / 0.0757 Ha. The frontier orbital gap (spin up / spin down) comes out at 2.021 / 8.673 eV. The multiplicity is 2.


# 3
The following is a quantum chemistry calculation of a molecular structure, C32H29N2O3PPtS5Se, from the Open Molecules 2025 dataset.

Structure (XYZ):
```
74
Properties=species:S:1:pos:R:3:forces:R:3:mulliken_spin:R:1
Pt 1.5422 -1.4381 0.2488 0.4528 0.2318 -0.7961 0.968
O 6.5729 -1.1883 4.9106 -0.0821 -0.0141 -0.0867 0.033
C 5.7266 -1.2773 4.0689 0.0725 0.0002 0.0703 0.013
S 6.0204 -1.0384 2.3367 -0.0553 0.0111 0.0518 0.008
C 4.3687 -1.2615 1.7973 0.1393 0.0564 -0.0577 0.094
C 3.4350 -1.5745 2.7847 -0.1047 -0.0886 0.1273 0.149
S 1.7853 -1.8794 2.5558 0.0087 0.1293 -0.1280 0.469
S 4.0258 -1.6611 4.4263 0.0607 0.0006 -0.0444 0.016
S 4.0727 -1.0904 0.1516 -0.3834 -0.0150 0.1300 0.600
O 1.9980 -1.5283 -3.7763 -0.0380 0.0790 0.0598 0.031
C 1.5514 -0.7743 -2.9312 -0.0282 0.1433 0.2750 0.018
O 0.7811 -1.0766 -1.9327 0.0799 -0.4389 -0.1762 0.101
C 1.7928 0.7281 -3.0027 -0.0273 -0.0517 0.0509 -0.006
C 2.1296 1.2920 -4.2274 0.0017 0.0516 0.0113 -0.001
C 2.1437 2.6682 -4.3898 0.0076 -0.0173 0.0041 0.001
C 1.8131 3.4948 -3.3229 0.0045 0.0316 -0.0263 0.002
C 1.5324 2.9427 -2.0839 0.0275 -0.0934 0.0565 0.006
C 1.5426 1.5574 -1.9029 0.0912 0.0005 -0.0416 -0.037
P 1.2885 0.9304 -0.2002 -0.0616 0.1139 0.3431 0.224
C 2.5308 1.8155 0.8086 -0.0003 -0.0234 0.0124 0.030
C 2.5165 1.5690 2.1849 -0.0656 0.0474 -0.0220 0.028
C 3.5334 2.0333 3.0025 0.0341 0.0184 0.0404 0.001
C 4.5971 2.7401 2.4556 -0.0175 -0.0052 -0.0372 0.006
C 4.6234 2.9900 1.0919 -0.0103 -0.0075 -0.0001 -0.003
C 3.6023 2.5255 0.2705 0.0125 0.0048 0.0496 0.007
C -0.3293 1.6531 0.2300 -0.0027 0.0422 -0.0421 -0.003
C -1.3867 1.3794 -0.6395 0.0003 0.0534 -0.0068 0.033
C -2.6607 1.8527 -0.3683 0.0504 0.1141 -0.0382 0.012
C -2.8932 2.6016 0.7785 -0.0037 -0.0088 -0.0178 0.013
C -1.8469 2.8798 1.6457 0.0689 -0.0089 -0.0137 -0.009
C -0.5661 2.4109 1.3742 -0.0767 -0.0023 -0.0297 0.011
H 2.3505 0.6217 -5.0484 -0.0317 0.0035 0.0137 0.000
H 2.3933 3.0985 -5.3521 -0.0269 -0.0103 0.0181 0.000
H 1.7776 4.5695 -3.4549 0.0308 -0.0292 0.0175 -0.001
H 1.3062 3.5896 -1.2428 0.0020 0.0047 -0.0371 0.005
H 1.7119 0.9844 2.6166 0.0346 -0.0236 0.0068 -0.009
H 3.5083 1.8261 4.0662 -0.0174 -0.0044 -0.0348 0.003
H 5.4075 3.0800 3.0885 -0.0315 0.0160 -0.0101 0.001
H 5.4482 3.5425 0.6577 -0.0228 -0.0514 0.0033 -0.001
H 3.6623 2.7034 -0.7941 0.0011 -0.0132 -0.0012 -0.002
H -1.1954 0.7918 -1.5320 -0.0279 0.0265 -0.0036 -0.003
H -3.4749 1.6396 -1.0518 0.0327 -0.0391 0.0407 -0.001
H -3.8894 2.9699 0.9930 0.0249 -0.0087 -0.0101 0.000
H -2.0218 3.4739 2.5345 0.0101 -0.0129 -0.0126 0.000
H 0.2445 2.6506 2.0482 -0.0151 0.0228 0.0058 0.002
C -7.0394 -0.3301 0.3946 0.0571 0.0299 -0.0252 -0.003
C -5.5893 -0.6478 0.1483 -0.0218 -0.0004 -0.0202 0.066
C -5.1311 -0.9819 -1.1230 0.0338 0.0201 -0.0834 -0.027
C -3.8141 -1.3553 -1.3528 -0.0163 -0.0635 -0.0279 -0.033
C -3.3534 -1.6673 -2.7524 -0.0225 -0.0141 0.0659 0.047
C -2.9288 -1.4021 -0.2576 0.1707 -0.1473 0.1197 0.026
Se -1.2074 -2.1563 -0.5232 -0.1282 -0.1341 0.0518 0.950
C -3.3413 -0.9693 1.0150 0.0508 -0.0205 0.1001 0.017
C -2.4014 -0.8732 2.1909 -0.0775 -0.0019 -0.0475 0.005
C -4.6746 -0.6199 1.1919 0.0674 0.0347 0.0946 -0.029
H -7.6153 -0.3691 -0.5289 -0.0009 0.0131 0.0024 0.000
H -7.1591 0.6627 0.8320 0.0071 -0.0052 -0.0028 0.005
H -7.4716 -1.0480 1.0935 -0.0131 0.0057 0.0002 0.005
H -5.8205 -0.9572 -1.9614 0.0140 -0.0139 0.0409 0.001
H -4.1913 -1.6594 -3.4492 0.0075 0.0118 0.0353 0.001
H -2.8609 -2.6402 -2.8014 -0.0303 0.0163 -0.0008 -0.003
H -2.6176 -0.9332 -3.0912 -0.0143 -0.0276 0.0038 -0.010
H -1.3608 -0.9493 1.8809 0.0003 0.0286 0.0187 0.003
H -2.5984 -1.6654 2.9183 0.0157 0.0010 -0.0391 0.003
H -2.5379 0.0838 2.6988 -0.0322 -0.0323 -0.0253 0.002
H -5.0054 -0.3115 2.1809 0.0209 -0.0274 -0.0532 0.001
N 0.5961 -5.1259 -1.7179 -0.1296 0.0506 -0.0266 0.014
C 1.0926 -4.6992 -0.5532 0.1910 -0.0439 -0.0882 0.023
N 0.4600 -5.0633 0.5709 -0.0713 0.0564 -0.0496 0.014
S 2.5270 -3.7933 -0.5287 -0.2789 -0.0022 0.2099 0.118
H -0.3247 -5.5300 -1.7752 0.0173 -0.0140 -0.0188 0.001
H 0.9815 -4.7104 -2.5506 0.0228 0.0386 -0.0328 0.001
H -0.4703 -5.4459 0.5443 -0.0155 0.0004 0.0251 -0.004
H 0.7856 -4.6602 1.4325 0.0579 0.0058 0.0588 -0.001
```
Positions in Å, forces in eV/Å.

Its electronic energy is -174836.7273 eV. Its net charge is 0. Its maximum force is 0.945 eV Å⁻¹. Its LUMO energy (spin up / spin down) is 0.0017 / -0.0723 Ha. The frontier orbital gap (spin up / spin down) comes out at 6.671 / 6.248 eV. The multiplicity is 5.